DFT (ωB97M-V/def2-TZVPD) results for H3OPSi in the gas phase at a distorted geometry.

Summary:
- Spin multiplicity: 1
- Charge: 0
- HOMO: -8.8 eV
- Energy above the lowest of the compared OMol25 structures with the same formula, charge and spin: 21.1 kcal per mole
- SMILES string: O=P[SiH3]
- Total energy: -707.81865 Eh

Cartesian coordinates (Å):
O -1.196 0.310 1.990
Si 0.422 -0.101 -0.498
P -1.209 -0.706 0.929
H 1.109 -0.892 -1.476
H -0.616 0.759 -1.028
H 1.490 0.630 0.084

***

DFT (ωB97M-V/def2-TZVPD) results for 2 unconnected molecules or ions with the total composition H3OS at a distorted geometry.

Summary:
- Spin multiplicity: 1
- Charge: -1
- HOMO: -2.6 eV
- Energy above the lowest of the compared OMol25 structures with the same formula, charge and spin: 8.7 kcal per mole
- Total energy: -475.25460 Eh

Cartesian coordinates (Å):
S -2.161 0.013 -0.086
H -1.160 -0.731 0.394
H 1.331 0.340 0.601
H 0.633 -0.114 -0.551
O 1.357 0.491 -0.358

***

DFT (ωB97M-V/def2-TZVPD) results for 2 unconnected molecules or ions with the total composition H3PS5 at a distorted geometry.

Summary:
- Spin multiplicity: 1
- Charge: 0
- HOMO: -8.7 eV
- Energy above the lowest of the compared OMol25 structures with the same formula, charge and spin: 26.0 kcal per mole
- SMILES string: S=PS.SSS
- Total energy: -2334.08416 Eh

Cartesian coordinates (Å):
P -0.819 1.601 2.170
S -1.248 0.056 3.269
S -2.650 2.140 1.219
S -1.047 -1.156 -0.740
S 1.784 -0.890 0.686
S 0.270 0.211 -0.139
H -2.440 3.404 1.114
H -0.157 -1.490 -1.734
H 2.191 -1.186 -0.599

***

DFT (ωB97M-V/def2-TZVPD) results for a molecular structure, H3S2 at a distorted geometry.

Summary:
- Spin multiplicity: 1
- Charge: -1
- HOMO: -3.1 eV
- Energy above the lowest of the compared OMol25 structures with the same formula, charge and spin: 2.7 kcal per mole
- Total energy: -798.20107 Eh

Cartesian coordinates (Å):
S 0.578 -1.448 -0.697
H 0.276 -0.661 -1.710
S -0.430 0.774 1.435
H -0.577 1.759 0.589
H 0.154 -0.424 0.382

***

DFT (ωB97M-V/def2-TZVPD) results for 2 unconnected molecules or ions with the total composition H3S3 at a distorted geometry.

Summary:
- Spin multiplicity: 1
- Charge: -1
- HOMO: -3.0 eV
- Energy above the lowest of the compared OMol25 structures with the same formula, charge and spin: 15.0 kcal per mole
- Total energy: -1196.38104 Eh

Cartesian coordinates (Å):
S 1.242 1.491 2.093
H 1.687 1.502 0.813
S -1.158 -1.704 -1.128
S -0.191 0.194 -0.878
H -1.173 -1.833 -2.445
H 0.409 -0.012 0.351

***

DFT (ωB97M-V/def2-TZVPD) results for 2 unconnected molecules or ions with the total composition H3S3 at a distorted geometry.

Summary:
- Spin multiplicity: 1
- Charge: -1
- HOMO: -3.1 eV
- Energy above the lowest of the compared OMol25 structures with the same formula, charge and spin: 12.8 kcal per mole
- Total energy: -1196.38453 Eh

Cartesian coordinates (Å):
S -0.473 1.502 1.985
H 0.544 0.624 2.038
S 1.167 -0.972 -1.520
S -1.439 0.686 0.309
H 0.768 -2.120 -2.079
H -0.568 0.279 -0.733

***

DFT (ωB97M-V/def2-TZVPD) results for 2 unconnected molecules or ions with the total composition H3S3 at a distorted geometry.

Summary:
- Spin multiplicity: 1
- Charge: -1
- HOMO: -3.2 eV
- Energy above the lowest of the compared OMol25 structures with the same formula, charge and spin: 9.3 kcal per mole
- Total energy: -1196.39012 Eh

Cartesian coordinates (Å):
S -0.203 1.745 0.995
H 0.832 1.596 0.298
S 0.445 -0.969 -1.521
S -0.097 -0.155 1.809
H -0.679 -1.487 -2.064
H -0.297 -0.729 0.483

***

DFT (ωB97M-V/def2-TZVPD) results for 20 unconnected molecules or ions with the total composition H40O20 at a distorted geometry.

Summary:
- Spin multiplicity: 1
- Charge: 0
- HOMO: -10.2 eV
- Energy above the lowest of the compared OMol25 structures with the same formula, charge and spin: 101.7 kcal per mole
- Total energy: -1528.72086 Eh

Cartesian coordinates (Å):
O -5.527 1.334 -2.041
H -4.593 1.037 -2.039
H -5.274 2.123 -2.552
O -1.172 2.263 -1.198
H -0.527 1.573 -1.165
H -1.245 2.755 -0.375
O -0.660 -3.762 3.873
H -0.025 -3.379 4.481
H -0.151 -3.535 3.075
O -1.073 4.564 2.049
H -0.228 5.031 2.104
H -1.597 5.155 1.458
O 1.807 -2.544 -2.316
H 1.974 -3.491 -2.498
H 2.524 -2.137 -1.856
O 1.402 -2.304 2.113
H 1.530 -1.442 2.549
H 1.006 -2.275 1.264
O 1.210 4.765 -0.469
H 2.070 4.621 -0.936
H 0.823 5.465 -1.007
O 3.997 2.379 0.065
H 4.420 1.537 0.279
H 4.446 2.646 -0.789
O 1.373 0.949 -5.022
H 1.033 0.700 -5.891
H 0.851 0.276 -4.439
O -2.666 -1.370 -1.151
H -3.389 -0.887 -1.553
H -3.000 -1.636 -0.191
O -0.068 -2.303 -0.175
H 0.142 -2.123 -1.113
H -0.498 -1.547 0.237
O 1.344 0.092 3.446
H 2.084 0.601 3.116
H 1.335 0.222 4.404
O -2.448 -4.570 -1.208
H -1.537 -4.806 -1.077
H -2.238 -3.674 -1.546
O 1.777 -0.185 -0.096
H 2.728 -0.349 -0.178
H 1.884 0.743 0.206
O -1.440 -1.614 2.315
H -2.272 -1.535 2.788
H -1.194 -2.363 2.867
O -1.553 -0.180 -3.897
H -1.629 -0.763 -3.174
H -0.926 0.484 -3.655
O 3.947 -0.970 -3.301
H 3.285 -0.439 -2.816
H 3.646 -0.657 -4.166
O 1.779 1.963 1.295
H 1.046 2.603 1.224
H 2.627 2.298 0.900
O -0.207 2.941 5.467
H -0.752 2.161 5.382
H 0.220 3.024 4.609
O -3.604 -2.771 0.903
H -4.016 -3.439 0.260
H -2.799 -3.255 1.162

***

DFT (ωB97M-V/def2-TZVPD) results for 20 unconnected molecules or ions with the total composition H41O20 at a distorted geometry.

Summary:
- Spin multiplicity: 1
- Charge: +1
- HOMO: -12.6 eV
- Energy above the lowest of the compared OMol25 structures with the same formula, charge and spin: 111.0 kcal per mole
- Total energy: -1529.02935 Eh

Cartesian coordinates (Å):
O 2.806 -2.639 2.340
H 1.760 1.659 4.868
O -2.552 2.402 -4.296
H -2.461 3.234 -4.765
H -4.385 -1.638 -2.644
O 2.081 -0.039 1.043
H 1.898 0.212 1.959
H 1.616 0.685 0.594
O 0.477 2.745 -0.396
H -0.408 3.124 -0.381
H -3.582 0.263 2.421
O 0.482 -0.190 -4.295
H 3.648 -0.775 0.834
H 0.480 1.896 -0.843
O 3.704 -1.586 0.219
H -3.666 3.752 1.878
H 0.146 0.651 -4.613
O -1.796 1.384 -0.432
H 1.626 1.029 3.485
H -3.238 2.967 2.977
O 1.926 -2.988 -0.676
H 1.724 -3.918 -0.855
H 1.121 -2.611 -1.071
O 2.217 3.922 1.708
H 2.908 4.542 1.446
H 1.135 -0.697 -4.772
O 2.013 -2.606 -3.522
H 2.449 -3.341 -3.968
H 2.549 -1.803 -3.626
O -3.229 -3.112 1.541
H -4.134 -3.082 1.875
H -1.637 1.126 -1.368
O 3.606 -0.380 -2.739
H 4.376 -0.980 -2.896
H 3.284 -0.987 -2.051
O -0.218 2.147 2.105
H 0.062 3.061 2.240
H -0.660 1.982 1.265
O -0.324 -0.551 4.246
H -3.448 2.303 -3.964
H -0.133 -0.027 5.045
O 2.252 1.166 4.204
H -2.661 -3.409 2.262
H 2.106 -2.011 2.568
O -4.206 0.273 1.684
H -2.159 -1.721 -1.313
H -3.866 0.923 1.060
O -2.152 -1.904 -0.377
H -2.564 -2.737 -0.154
H -0.924 0.161 3.943
O -4.068 3.376 2.694
H 3.248 -2.853 3.174
H -1.780 0.416 -0.217
O -3.511 -2.012 -2.787
H 3.600 -2.203 1.135
H -3.000 -1.606 -3.497
O -0.165 0.357 -1.937
H 0.750 0.649 -1.905
H -0.416 0.461 -2.885
H 2.754 -1.953 -0.082
H 2.535 3.491 2.515

***

DFT (ωB97M-V/def2-TZVPD) results for 21 unconnected molecules or ions with the total composition H42O21 at a distorted geometry.

Summary:
- Spin multiplicity: 1
- Charge: 0
- HOMO: -10.5 eV
- Energy above the lowest of the compared OMol25 structures with the same formula, charge and spin: 183.2 kcal per mole
- Total energy: -1605.13219 Eh

Cartesian coordinates (Å):
O -1.504 -4.320 -2.128
H -1.294 -5.093 -1.633
H -2.300 -4.476 -2.630
O -0.554 0.693 4.694
H -0.785 1.328 3.987
H -1.348 0.215 4.929
O 0.204 3.509 3.629
H -0.719 3.676 3.913
H 0.140 4.266 2.994
O -1.534 -1.624 0.573
H -0.816 -1.774 -0.044
H -0.827 -1.717 1.366
O 3.187 1.035 2.376
H 4.134 1.245 2.331
H 3.014 1.050 3.349
O -3.901 -2.683 1.364
H -4.367 -3.054 0.602
H -2.963 -2.555 1.111
O -2.326 0.669 1.002
H -2.614 -0.238 1.265
H -1.380 0.629 0.937
O 3.634 0.364 -3.346
H 3.507 1.215 -2.949
H 4.267 -0.085 -2.841
O -4.587 3.300 -0.337
H -4.417 2.406 0.088
H -3.770 3.320 -0.855
O -4.492 0.540 2.635
H -4.708 -0.421 2.529
H -3.948 0.781 1.880
O 0.740 1.540 1.902
H 1.638 1.886 1.892
H 0.349 1.796 2.715
O -1.855 0.399 -2.627
H -1.389 1.271 -2.458
H -1.704 -0.070 -1.816
O 1.318 -1.206 -0.519
H 1.517 -0.390 -0.009
H 0.803 -0.927 -1.292
O 1.178 1.207 -4.502
H 0.430 0.795 -4.007
H 1.440 1.929 -3.895
O -2.914 -2.511 -4.053
H -2.776 -2.052 -3.198
H -2.081 -2.282 -4.537
O 0.603 -2.905 2.282
H 0.660 -2.009 2.665
H -0.309 -3.211 2.556
O 4.914 -0.681 -1.112
H 4.784 -0.717 -0.128
H 4.137 -1.275 -1.140
O 4.559 -1.362 1.828
H 4.419 -1.675 2.737
H 3.898 -0.723 1.748
O -0.067 2.294 -1.415
H 0.481 2.177 -0.650
H 0.633 2.921 -1.825
O 2.462 3.356 -1.316
H 2.579 4.283 -1.600
H 3.041 3.348 -0.531
O 0.055 -2.345 -2.601
H -0.522 -3.073 -2.378
H 0.051 -1.988 -3.507

***

Question: Which value of spin multiplicity does entry 7 give?
Answer: 1

***

Repeat the first record exactly.
DFT (ωB97M-V/def2-TZVPD) results for H3OPSi in the gas phase at a distorted geometry.

Summary:
- Spin multiplicity: 1
- Charge: 0
- HOMO: -8.8 eV
- Energy above the lowest of the compared OMol25 structures with the same formula, charge and spin: 21.1 kcal per mole
- SMILES string: O=P[SiH3]
- Total energy: -707.81865 Eh

Cartesian coordinates (Å):
O -1.196 0.310 1.990
Si 0.422 -0.101 -0.498
P -1.209 -0.706 0.929
H 1.109 -0.892 -1.476
H -0.616 0.759 -1.028
H 1.490 0.630 0.084

***

Question: Which formula does entry 2 have?
Answer: H3OS